CH5PS2 | the ωB97M-V functional and the def2-TZVPD basis

```
! RIJCOSX wB97M-V def2-TZVPD def2/J DEFGRID3
* xyz 0 1
C 1.103 -0.909 -0.036
P -0.128 0.212 -0.929
S -1.949 -0.565 -0.229
S -0.055 2.444 0.873
H 0.589 -1.732 0.363
H 1.491 -0.324 0.796
H 1.895 -1.097 -0.757
H -2.619 0.715 -0.092
H 1.049 1.835 1.303
*
```

For the energy above the lowest of the compared OMol25 structures with the same formula, charge and spin, the calculation gives 2.0886 eV. As for the total energy: -1178.770092 hartree. For the orbital gap (spin up / spin down), the calculation gives 7.22 / 7.22 eV.

=====

C3H10O4 | the ωB97M-V functional and the def2-TZVPD basis

```
! RIJCOSX wB97M-V def2-TZVPD def2/J DEFGRID3
* xyz 0 1
O -3.298 -0.670 -0.149
C -2.510 0.095 0.338
C -1.037 0.123 0.033
C -0.690 -0.839 -1.083
O 0.640 -0.568 -1.511
H -2.846 0.841 1.083
H -0.744 1.151 -0.196
H -0.538 -0.159 0.966
H -0.769 -1.863 -0.714
H -1.393 -0.712 -1.909
H 0.873 -1.071 -2.294
H 1.796 0.642 3.038
H 1.843 0.551 1.520
O 1.239 0.434 2.280
H 3.248 0.586 -0.346
H 1.805 0.460 -0.815
O 2.381 0.999 -0.243
*
```

For the energy above the lowest of the compared OMol25 structures with the same formula, charge and spin, the calculation gives 0.9469 eV. As for the total energy: -421.250255 hartree. For the orbital gap, the calculation gives 10.35 eV. The SMILES is O=CCCO.O.O.

=====

C52H129InN9O18 | the ωB97M-V functional and the def2-TZVPD basis

```
! RIJCOSX wB97M-V def2-TZVPD def2/J DEFGRID3
* xyz 1 1
In -0.350 5.218 0.320
C 0.571 0.347 1.386
C 0.390 1.616 0.757
C -0.277 1.639 -0.588
O -0.570 2.718 -1.078
C -0.600 0.393 -1.220
C -0.534 -0.853 -0.531
C 0.069 -0.898 0.839
O 0.238 -1.910 1.485
O -0.890 -1.820 -1.164
O 0.740 2.695 1.224
H 0.987 0.338 2.387
H -1.027 0.404 -2.213
C 5.806 -1.105 -4.318
C 5.717 -2.271 -3.339
C 4.329 -2.483 -2.818
O 3.940 -1.350 -2.055
C 2.775 -1.571 -1.332
N 6.158 -3.536 -3.956
H 5.195 -1.319 -5.201
H 6.830 -0.938 -4.653
H 5.451 -0.166 -3.885
H 6.399 -2.082 -2.506
H 4.338 -3.368 -2.170
H 3.617 -2.631 -3.643
H 2.704 -0.814 -0.543
H 2.738 -2.507 -0.755
H 1.869 -1.502 -1.953
H 7.052 -3.385 -4.413
H 5.530 -3.740 -4.732
C 2.201 -6.348 -3.917
C 2.071 -6.828 -2.464
C 0.634 -7.215 -2.148
O -0.279 -6.140 -2.226
C -0.216 -5.212 -1.174
N 2.931 -7.988 -2.158
H 1.376 -5.672 -4.153
H 2.060 -7.194 -4.594
H 3.137 -5.812 -4.066
H 2.388 -6.010 -1.811
H 0.608 -7.648 -1.140
H 0.312 -7.979 -2.858
H -1.079 -4.568 -1.351
H 0.674 -4.570 -1.166
H -0.376 -5.643 -0.180
H 3.878 -7.739 -2.434
H 2.692 -8.722 -2.823
C -0.627 -2.631 5.318
C 0.056 -1.287 5.114
C 0.333 -0.603 6.428
O 0.849 0.695 6.180
C 1.643 1.180 7.240
N 1.354 -1.519 4.440
H -0.721 -3.099 4.333
H -1.618 -2.531 5.754
H 0.017 -3.296 5.893
H -0.570 -0.593 4.526
H 1.036 -1.223 6.997
H -0.586 -0.489 7.017
H 2.603 0.657 7.316
H 1.126 1.130 8.203
H 1.855 2.225 7.006
H 1.731 -0.600 4.215
H 1.116 -1.904 3.524
C 5.066 4.643 -0.128
C 3.674 4.561 -0.747
C 3.446 3.216 -1.398
O 2.492 3.339 -2.433
C 2.086 2.090 -2.920
N 2.628 4.760 0.288
H 5.829 4.629 -0.914
H 5.289 3.755 0.472
H 5.213 5.553 0.450
H 3.602 5.366 -1.480
H 3.011 2.537 -0.641
H 4.374 2.737 -1.735
H 2.913 1.577 -3.431
H 1.280 2.239 -3.637
H 1.743 1.412 -2.121
H 2.742 5.659 0.755
H 2.917 4.126 1.034
C -4.011 5.288 -3.544
C -3.111 5.744 -2.404
C -3.912 5.897 -1.126
O -3.057 6.380 -0.121
C -3.740 6.605 1.094
N -2.004 4.809 -2.181
H -4.420 4.301 -3.301
H -3.441 5.131 -4.460
H -4.804 6.006 -3.751
H -2.683 6.723 -2.635
H -4.359 4.937 -0.828
H -4.719 6.613 -1.331
H -3.019 6.956 1.827
H -4.317 5.723 1.389
H -4.461 7.429 0.984
H -2.382 3.871 -2.267
H -1.327 4.858 -2.936
C 6.414 -2.581 3.594
C 5.031 -1.950 3.745
C 4.544 -1.414 2.416
O 5.420 -0.397 1.960
C 4.979 0.174 0.757
N 4.088 -2.996 4.198
H 7.135 -1.820 3.280
H 6.387 -3.308 2.783
H 6.769 -3.012 4.527
H 5.083 -1.108 4.448
H 3.551 -0.948 2.578
H 4.435 -2.188 1.645
H 5.526 1.109 0.612
H 3.918 0.467 0.691
H 5.183 -0.499 -0.081
H 3.158 -2.617 4.020
H 4.132 -3.063 5.209
C -3.685 -3.136 3.023
C -3.623 -2.923 1.510
C -3.569 -1.421 1.245
O -4.636 -0.655 1.741
C -5.903 -1.083 1.277
N -2.401 -3.574 0.985
H -2.919 -2.511 3.487
H -3.456 -4.169 3.295
H -4.677 -2.936 3.424
H -4.460 -3.444 1.042
H -3.524 -1.264 0.150
H -2.647 -1.026 1.684
H -6.181 -2.052 1.702
H -5.903 -1.242 0.189
H -6.610 -0.306 1.547
H -1.627 -3.057 1.402
H -2.302 -3.285 0.011
C -1.903 2.885 4.648
C -1.753 3.182 3.156
C -2.872 2.633 2.318
O -2.581 2.848 0.944
C -3.531 2.192 0.125
N -1.595 4.642 2.876
H -1.049 3.283 5.188
H -1.963 1.799 4.755
H -2.845 3.286 5.030
H -0.801 2.737 2.861
H -3.815 3.145 2.559
H -2.991 1.556 2.493
H -3.250 2.382 -0.913
H -4.549 2.564 0.282
H -3.510 1.109 0.278
H -0.875 4.935 3.538
H -2.428 5.087 3.270
C 4.716 2.137 4.285
C 3.287 1.940 3.859
O 2.977 2.889 2.820
H 4.957 1.517 5.148
H 4.871 3.176 4.585
H 5.399 1.900 3.470
H 2.585 2.129 4.674
H 3.134 0.931 3.469
H 2.236 2.606 2.262
C -2.513 1.505 -5.860
C -1.423 1.416 -4.829
O -1.818 2.212 -3.698
H -2.228 1.118 -6.840
H -2.936 2.498 -5.979
H -3.281 0.787 -5.553
H -0.469 1.804 -5.211
H -1.207 0.389 -4.515
H -1.405 1.953 -2.873
C 3.375 6.296 3.986
C 1.946 5.881 4.281
O 1.386 5.141 3.183
H 3.819 6.795 4.850
H 3.410 7.015 3.167
H 3.987 5.422 3.757
H 1.334 6.768 4.447
H 1.895 5.258 5.180
H 2.007 4.397 3.079
C -0.201 -3.675 -5.757
C 0.056 -3.306 -4.326
O -0.802 -2.206 -3.965
H 0.006 -2.842 -6.427
H -1.258 -3.934 -5.857
H 0.344 -4.568 -6.060
H 1.080 -2.953 -4.135
H -0.106 -4.151 -3.654
H -0.736 -2.112 -3.009
C -6.015 -5.421 -1.247
O -5.811 -4.580 -2.366
C -4.451 -4.391 -2.641
C -4.323 -3.473 -3.844
N -4.997 -2.178 -3.640
C -4.167 -1.231 -2.924
C -4.770 0.152 -2.976
O -6.001 0.210 -2.301
C -6.680 1.418 -2.541
H -5.742 -6.454 -1.476
H -7.048 -5.333 -0.919
H -5.399 -5.083 -0.400
H -3.948 -5.348 -2.843
H -3.938 -3.944 -1.772
H -4.771 -3.966 -4.707
H -3.259 -3.284 -3.996
H -5.833 -2.380 -3.103
H -3.169 -1.192 -3.368
H -4.040 -1.529 -1.865
H -4.968 0.342 -4.045
H -4.056 0.946 -2.701
H -7.631 1.340 -2.008
H -6.953 1.513 -3.598
H -6.122 2.284 -2.171
*
```

For the energy above the lowest of the compared OMol25 structures with the same formula, charge and spin, the calculation gives 0.0000 eV. As for the total energy: -4095.412589 hartree. For the orbital gap, the calculation gives 2.57 eV.

=====

C13H23MnN4O2P2 | the ωB97M-V functional and the def2-TZVPD basis

```
! RIJCOSX wB97M-V def2-TZVPD def2/J DEFGRID3
* xyz 2 5
Mn -0.171 -0.067 0.640
P -1.533 -1.907 0.422
C -1.650 -1.933 -1.465
C -1.584 -0.531 -2.058
N -0.973 0.419 -1.302
C -0.865 1.678 -1.803
C -1.359 2.026 -3.063
C -1.977 1.039 -3.835
C -2.092 -0.259 -3.331
C -0.216 2.714 -0.895
P 0.942 1.916 0.372
H -2.560 -1.038 -3.916
H -1.269 3.036 -3.434
H -2.364 1.277 -4.815
H 0.329 3.456 -1.478
H -1.010 3.235 -0.359
H -0.826 -2.486 -1.842
H -2.560 -2.449 -1.773
H 3.737 -2.239 -1.214
O 3.607 -2.975 -1.936
H 4.159 -2.701 -2.720
H 4.841 0.599 1.438
O 5.656 0.126 1.070
H 6.413 0.377 1.679
C 2.582 2.009 -0.550
H 2.781 3.029 -0.879
H 3.396 1.688 0.100
H 2.555 1.360 -1.426
C 1.129 3.305 1.628
H 1.879 3.036 2.373
H 1.440 4.227 1.137
H 0.181 3.484 2.136
C -3.344 -1.755 0.910
H -3.936 -2.535 0.432
H -3.449 -1.849 1.991
H -3.732 -0.783 0.603
C -1.146 -3.713 0.782
H -1.151 -3.892 1.857
H -1.886 -4.363 0.314
H -0.162 -3.968 0.386
N 0.143 -0.344 2.608
C -0.006 -0.494 3.764
N -0.184 -0.674 5.149
C -1.391 -0.575 5.842
N -2.375 -0.504 6.462
*
```

As for the total energy: -2711.728950 hartree. As for the expectation value of S²: 6.122. For the orbital gap (spin up / spin down), the calculation gives 6.14 / 5.14 eV.

=====

CH6NO3P | the ωB97M-V functional and the def2-TZVPD basis

```
! RIJCOSX wB97M-V def2-TZVPD def2/J DEFGRID3
* xyz 0 1
C -0.790 -0.920 -1.308
N 0.793 1.776 -0.034
O 1.351 -0.776 1.004
O -0.027 0.926 2.179
O -1.052 -0.594 0.074
P 0.369 0.541 0.734
H -1.528 -1.523 -1.815
H 0.222 -1.423 -1.242
H -0.749 0.053 -1.781
H 0.990 1.625 -1.052
H 0.727 -1.475 1.176
H -0.308 1.791 2.065
*
```

For the energy above the lowest of the compared OMol25 structures with the same formula, charge and spin, the calculation gives 0.4279 eV. As for the total energy: -663.548569 hartree. For the orbital gap, the calculation gives 10.83 eV. The SMILES is COP(=N)(O)O.

=====

C10H20FIN3O | the ωB97M-V functional and the def2-TZVPD basis

```
! RIJCOSX wB97M-V def2-TZVPD def2/J DEFGRID3
* xyz 1 1
N 3.668 -1.790 0.158
C 2.327 -2.308 -0.107
C 1.278 -1.842 0.884
C 0.536 -0.511 0.518
C -0.865 -0.886 0.086
N -1.667 0.366 -0.125
C -3.118 0.061 -0.356
C -3.911 0.295 0.907
F -4.160 1.642 1.001
C -1.052 1.226 -1.183
C 0.329 0.751 -1.596
N 1.201 0.256 -0.525
C 2.114 1.265 -0.005
C 1.491 2.610 0.395
O 1.767 3.647 -0.173
I 0.033 2.714 2.014
H 3.735 -1.340 1.055
H 3.987 -1.175 -0.570
H 2.380 -3.387 -0.022
H 2.048 -2.099 -1.128
H 0.547 -2.617 1.064
H 1.773 -1.680 1.832
H 0.431 0.050 1.440
H -1.323 -1.430 0.893
H -0.836 -1.469 -0.822
H -1.595 0.885 0.756
H -3.223 -0.977 -0.625
H -3.536 0.697 -1.118
H -4.838 -0.249 0.880
H -3.344 0.034 1.793
H -1.058 2.256 -0.874
H -1.684 1.180 -2.056
H 0.216 -0.050 -2.314
H 0.848 1.537 -2.117
H 2.831 1.499 -0.775
H 2.671 0.839 0.814
*
```

As for the total energy: -1029.823899 hartree. For the orbital gap, the calculation gives 9.02 eV. The SMILES is NCC[C@@H]1C[N@H+](CCF)CCN1CC(=O)I.

=====

C42H34N3S4W | the ωB97M-V functional and the def2-TZVPD basis

```
! RIJCOSX wB97M-V def2-TZVPD def2/J DEFGRID3
* xyz 1 1
W -0.336 0.037 -0.748
S -2.578 -0.811 -1.305
C -3.354 0.474 -2.254
C -4.200 0.140 -3.304
C -4.819 1.143 -4.040
C -4.616 2.479 -3.728
C -3.787 2.823 -2.668
C -3.143 1.820 -1.966
S -2.154 2.048 -0.535
C -0.985 3.409 -0.860
C -0.063 3.307 0.341
C 0.701 4.331 0.876
C 1.275 4.118 2.124
C 0.995 2.962 2.843
C 0.219 1.993 2.229
C -0.410 0.822 2.937
S -1.066 -0.460 1.822
C -0.423 -2.071 2.272
C -1.479 -2.984 2.321
C -1.257 -4.333 2.536
C 0.038 -4.774 2.734
C 1.086 -3.870 2.701
C 0.903 -2.512 2.450
S 2.034 -0.272 1.177
N -0.188 2.148 0.979
H -4.363 -0.902 -3.547
H -5.465 0.874 -4.864
H -5.104 3.253 -4.304
H -3.638 3.862 -2.404
H -1.502 4.368 -0.834
H -0.501 3.281 -1.826
H 0.820 5.270 0.354
H 1.894 4.888 2.566
H 1.348 2.833 3.857
H -1.293 1.214 3.449
H 0.225 0.376 3.684
H -2.488 -2.620 2.181
H -2.091 -5.021 2.558
H 0.239 -5.819 2.923
H 2.092 -4.228 2.867
C -0.278 -2.694 -4.312
C 0.780 -3.554 -4.035
C 1.458 -3.427 -2.843
C 1.088 -2.440 -1.926
C 0.006 -1.597 -2.165
C -0.664 -1.742 -3.386
C 1.795 -2.178 -0.672
C 2.859 -2.917 -0.254
C 3.646 -2.893 0.930
C 3.443 -2.327 2.150
C 4.578 -2.309 3.053
C 4.565 -1.670 4.231
C 3.339 -1.040 4.664
C 2.237 -1.040 3.907
C 2.161 -1.649 2.542
N 1.226 -1.094 -0.035
H -0.813 -2.773 -5.249
H 1.074 -4.310 -4.750
H 2.286 -4.090 -2.637
H -1.508 -1.114 -3.630
H 3.197 -3.644 -0.978
H 4.588 -3.423 0.833
H 5.476 -2.811 2.715
H 5.437 -1.657 4.868
H 3.292 -0.605 5.654
H 1.326 -0.677 4.350
C 3.118 1.628 -1.386
C 2.494 1.969 -2.700
C 3.242 2.596 -3.683
C 2.688 2.900 -4.917
C 1.370 2.580 -5.178
C 0.573 1.958 -4.224
C -0.856 1.661 -4.562
C 1.152 1.651 -2.982
N 0.390 0.999 -2.009
H 4.087 2.114 -1.284
H 3.272 0.551 -1.286
H 2.492 1.948 -0.552
H 4.276 2.843 -3.477
H 3.289 3.383 -5.676
H 0.939 2.811 -6.144
H -0.931 1.304 -5.589
H -1.467 2.563 -4.489
H -1.292 0.912 -3.907
*
```

For the energy above the lowest of the compared OMol25 structures with the same formula, charge and spin, the calculation gives 2.9584 eV. As for the total energy: -3444.775468 hartree. For the orbital gap, the calculation gives 5.84 eV.

=====

C3H8O2S | the ωB97M-V functional and the def2-TZVPD basis

```
! RIJCOSX wB97M-V def2-TZVPD def2/J DEFGRID3
* xyz 0 1
C 0.218 -0.431 0.121
S 2.067 -0.093 -0.294
C 2.479 -1.879 -0.250
H -0.392 -0.694 -0.818
H 0.270 -1.390 0.689
H -0.111 0.502 0.671
H 1.648 -2.609 -0.201
H 3.225 -2.205 0.510
H 2.888 -1.970 -1.336
O -1.446 1.787 -0.830
C -2.414 2.312 -0.277
O -3.123 1.728 0.693
H -2.637 3.393 -0.227
H -2.673 1.548 1.550
*
```

For the energy above the lowest of the compared OMol25 structures with the same formula, charge and spin, the calculation gives 2.0861 eV. As for the total energy: -667.704274 hartree. For the orbital gap, the calculation gives 8.66 eV. The SMILES is O=CO.CSC.

=====

What is the total energy in the fourth record?
-2711.728950 hartree

=====

What is the formula in the fifth record?
CH6NO3P